46
Properties=species:S:1:pos:R:3:forces:R:3 method="wB97M-V/def2-TZVPD" spin_multiplicity=1 total_charge=+2 fmax_ev_per_a=1.8
La -0.1154 0.2794 -0.1609 -1.15 0.92 -1.05
B 2.7642 -2.0262 1.0874 0.03 -0.03 0.06
N 1.5111 -2.5979 0.2731 0.01 0.04 -0.01
C 1.3717 -3.9093 0.1024 0.09 -0.08 0.04
C 0.1940 -4.1717 -0.5938 0.00 -0.10 0.00
C -0.3461 -2.9262 -0.8172 0.05 0.00 0.01
N 0.4547 -1.9615 -0.2989 0.48 -1.47 0.01
N 2.8118 -0.4469 1.2835 -0.05 -0.09 -0.06
C 3.8259 0.1269 1.9223 0.11 -0.04 0.05
C 3.6252 1.5039 1.9802 0.09 0.03 0.04
C 2.4296 1.6988 1.3288 0.03 -0.06 0.01
N 1.9265 0.5138 0.9038 1.26 -0.06 0.69
H 2.7084 -2.5239 2.1887 -0.02 0.09 -0.16
H 3.7571 -2.3453 0.4813 -0.15 0.06 0.07
H 2.1170 -4.5895 0.4912 -0.08 0.08 -0.05
H -0.2013 -5.1324 -0.8817 0.04 0.08 0.03
H -1.2766 -2.6737 -1.3079 0.01 0.02 0.01
H 4.6400 -0.4749 2.3015 -0.08 0.06 -0.04
H 4.2680 2.2446 2.4265 -0.04 -0.06 -0.03
H 1.9135 2.6272 1.1301 -0.03 -0.01 -0.02
N -0.5940 -0.1938 -2.9950 0.09 -0.05 0.13
N 0.7012 0.0527 -3.5044 0.03 0.09 0.05
C 1.3245 1.2071 -3.1824 0.02 0.07 0.03
N 2.4605 1.4651 -3.8079 0.04 0.06 0.03
S 0.6818 2.3095 -2.0486 0.20 0.28 -0.41
H -0.8139 -1.1577 -3.2254 -0.01 -0.07 0.06
H -1.2570 0.4028 -3.4849 -0.12 -0.01 -0.06
H 0.9505 -0.4089 -4.3686 -0.01 -0.04 -0.04
H 2.8741 0.8428 -4.4862 -0.01 0.01 -0.01
H 2.9599 2.3085 -3.5734 0.01 0.01 -0.02
N -2.3756 -0.2904 3.8970 -0.29 0.08 0.13
C -1.2878 -0.5622 3.1937 0.03 0.05 -0.10
N -1.3920 0.0251 2.0072 -0.42 0.11 0.28
C -2.6142 0.6537 2.0702 -0.06 0.13 -0.18
N -3.2396 0.4836 3.2028 0.33 -0.25 0.16
C -3.1587 1.4667 0.9648 0.08 -0.15 0.26
C -4.3717 2.1273 1.0949 -0.25 0.17 -0.09
N -4.8647 2.8770 0.1150 0.17 -0.10 0.00
C -4.1383 2.9750 -0.9958 -0.22 0.05 0.14
C -2.9253 2.3235 -1.1305 0.16 -0.06 -0.06
N -2.4300 1.5602 -0.1529 -0.28 0.15 0.12
H -2.6060 -0.5836 4.8362 -0.01 0.00 0.01
H -0.4631 -1.1629 3.5480 -0.04 0.03 -0.02
H -4.9439 2.0444 2.0109 -0.02 0.02 -0.03
H -4.5275 3.5898 -1.7981 -0.01 0.00 0.03
H -2.3284 2.4296 -2.0269 0.01 0.00 -0.01



41
Properties=species:S:1:pos:R:3:forces:R:3 method="wB97M-V/def2-TZVPD" spin_multiplicity=1 total_charge=0 smiles="NS(=O)(=O)c1cc2c(cc1Cl)N[C@@H](CC1CCCC1)NS2(=O)=O" fmax_ev_per_a=1.0
N -5.7517 -1.9438 0.6573 0.16 0.71 -0.17
S -5.6661 -0.3046 0.3269 -0.10 -0.80 0.20
O -5.9441 0.4110 1.5355 0.20 -0.21 0.13
O -6.4496 -0.0431 -0.8421 0.14 -0.27 -0.13
C -3.9325 -0.1135 -0.0743 -0.56 -0.27 0.15
C -3.0349 -1.1600 -0.0482 -0.12 -0.01 0.04
C -1.7130 -0.9391 -0.3715 0.65 -0.43 -0.04
C -1.2453 0.3346 -0.7235 -0.31 0.05 0.06
C -2.1675 1.3944 -0.7385 -0.29 -0.22 0.07
C -3.4905 1.1594 -0.4196 0.40 -0.14 -0.07
Cl -4.6399 2.4188 -0.4322 0.10 0.84 -0.18
N 0.0652 0.5681 -0.9916 0.36 0.38 -0.18
C 1.0482 -0.4894 -1.1570 0.29 0.13 -0.70
C 2.4749 0.0767 -1.2003 -0.24 0.14 0.12
C 2.7754 1.2949 -0.3142 -0.03 0.02 -0.07
C 4.2934 1.5081 -0.2379 -0.07 0.08 -0.09
C 4.7755 0.5799 0.8892 0.11 -0.06 0.00
C 3.5237 0.2206 1.7114 -0.02 0.05 0.12
C 2.4191 1.1252 1.1631 0.01 -0.06 -0.03
N 0.8971 -1.4954 -0.1399 -0.75 -0.69 0.07
S -0.5577 -2.3019 -0.3210 0.09 0.17 0.19
O -0.7774 -3.0863 0.8522 -0.05 0.17 0.23
O -0.5292 -2.9463 -1.5963 0.00 0.18 -0.17
H -6.0062 -2.1250 1.6142 0.00 0.10 0.24
H -6.3514 -2.4286 0.0103 -0.11 0.00 -0.24
H -3.3552 -2.1503 0.2289 -0.09 -0.10 0.06
H -1.8467 2.3899 -1.0000 0.03 0.14 -0.02
H 0.3068 1.4799 -1.3436 -0.02 -0.04 0.05
H 0.8511 -1.0424 -2.0900 0.15 0.26 0.11
H 3.1369 -0.7439 -0.9278 0.06 -0.10 -0.10
H 2.7010 0.3546 -2.2317 0.06 -0.06 -0.01
H 2.2851 2.1775 -0.7346 0.01 0.01 0.00
H 4.4981 2.5473 0.0211 0.01 0.04 -0.04
H 4.7868 1.2953 -1.1847 0.05 0.07 -0.09
H 5.2384 -0.3179 0.4819 0.07 -0.02 0.03
H 5.5225 1.0803 1.5036 0.06 -0.05 -0.01
H 3.6786 0.3782 2.7775 -0.04 -0.10 0.03
H 3.2614 -0.8274 1.5652 0.02 -0.08 0.06
H 2.4769 2.1039 1.6439 -0.08 0.02 0.02
H 1.4165 0.7364 1.3300 -0.10 0.11 0.07
H 1.0263 -1.1761 0.8081 -0.06 0.04 0.27



39
Properties=species:S:1:pos:R:3:forces:R:3 method="wB97M-V/def2-TZVPD" spin_multiplicity=1 total_charge=+1 smiles=CCNc1ccc(CCCCO)[nH+]c1C(F)(F)C(F)(F)F fmax_ev_per_a=3.2
C 4.4549 -1.0664 1.1713 -0.11 1.10 0.22
C 4.0446 0.2954 0.4791 1.92 -0.06 0.19
N 3.2042 0.1380 -0.7328 -1.08 0.13 0.94
C 1.8852 -0.3121 -0.4587 -1.10 -0.95 -0.16
C 1.5904 -1.7732 -0.4765 -2.86 1.20 0.75
C 0.2262 -2.2119 -0.1880 1.63 2.44 -0.31
C -0.7804 -1.1831 0.0998 0.31 -1.55 -0.11
C -2.2350 -1.5974 0.4595 0.71 -0.28 0.04
C -3.2898 -1.3401 -0.6800 -0.24 0.32 -0.02
C -3.8195 0.1356 -0.7806 -0.80 -0.28 -0.04
C -4.6533 0.6284 0.4725 -0.74 0.43 -0.62
O -4.8744 -0.3982 1.4643 0.74 1.01 0.12
N -0.4597 0.1453 0.0948 1.06 -1.43 -0.21
C 0.8161 0.6272 -0.1817 0.52 -1.42 -0.29
C 0.9688 2.1711 -0.1193 -0.69 0.24 0.60
F -0.2644 2.7937 -0.3113 1.12 -1.28 0.10
F 1.3378 2.5192 1.1730 -0.14 -0.41 -1.66
C 1.9592 2.8163 -1.1807 1.02 1.64 0.82
F 3.1699 2.9762 -0.5470 -1.30 -0.55 -1.28
F 2.0665 2.1311 -2.3356 -0.23 0.80 1.37
F 1.5277 4.0855 -1.4390 0.32 -1.67 -0.04
H 3.5454 -1.5428 1.6158 0.90 0.04 -0.37
H 5.0085 -1.7248 0.4529 -0.71 0.44 0.61
H 5.1724 -0.8087 2.0007 -0.79 -0.39 -0.73
H 3.6188 1.0432 1.2049 0.05 -0.94 -0.81
H 5.0112 0.7624 0.1293 -1.07 -0.31 0.26
H 3.6606 -0.3952 -1.4710 -0.16 0.02 0.39
H 2.3779 -2.5390 -0.6714 -0.62 0.99 0.13
H -0.0087 -3.3039 -0.1684 -0.03 1.30 0.02
H -2.2193 -2.7028 0.6682 0.13 1.09 -0.19
H -2.4851 -1.1093 1.4393 -0.12 -0.30 -1.03
H -2.8847 -1.6397 -1.6863 -0.15 0.25 1.01
H -4.1606 -2.0290 -0.4945 0.85 0.80 -0.04
H -4.5266 0.1544 -1.6587 0.87 0.02 0.78
H -3.0370 0.9061 -1.0050 -0.39 -0.80 0.09
H -5.6766 0.9396 0.1098 1.11 -0.12 0.28
H -4.1774 1.5445 0.9152 -0.33 -0.87 -0.22
H -4.8609 0.0825 2.3119 -0.22 -0.60 -0.37
H -1.2331 0.7822 0.3242 0.60 -0.02 -0.22



44
Properties=species:S:1:pos:R:3:forces:R:3 method="wB97M-V/def2-TZVPD" spin_multiplicity=1 total_charge=-1 fmax_ev_per_a=3.4
C -0.4858 1.3653 -3.2614 -0.22 0.30 -0.04
C -1.0222 -0.0175 -3.0350 -0.27 -0.26 -0.28
O -1.5984 -0.4190 -4.2954 0.10 0.06 -0.11
C 0.0428 -1.0170 -2.5681 -0.46 0.00 -0.15
O -0.1720 -1.5134 -1.2755 1.63 0.55 1.03
Ta 1.3809 -1.1403 0.0774 -3.14 -0.48 -1.17
N 1.4704 -3.1811 0.5168 -0.13 1.16 -0.74
O 1.3240 0.7977 -0.4988 0.48 -1.42 0.11
C -0.0103 -0.8496 1.8826 0.71 -0.08 0.30
O -1.3496 -1.3613 1.6207 0.06 0.12 -0.19
C -2.3251 -0.4291 1.4690 -0.14 -0.04 -0.06
C -2.6181 0.5052 2.4640 0.15 -0.21 -0.29
C -3.6498 1.4139 2.2841 0.22 -0.38 -0.22
C -4.3973 1.3857 1.1135 -0.07 -0.01 -0.16
C -4.1171 0.4455 0.1243 0.26 -0.02 0.37
C -3.0820 -0.4609 0.3007 -0.05 0.13 0.28
C 3.1427 -0.6434 1.5241 -0.15 0.04 -0.67
F 2.8229 -0.6586 2.8595 -0.03 0.04 0.58
F 4.0837 -1.6352 1.3732 0.32 -0.26 -0.01
C 3.9325 0.6522 1.3008 0.00 -0.17 0.86
F 4.2371 0.7832 0.0110 0.14 0.10 -0.74
F 5.1183 0.6009 1.9695 0.20 0.01 0.07
C 3.2097 1.9447 1.8029 0.09 -0.26 -0.56
F 3.8164 2.4461 2.8644 0.44 0.30 0.74
F 1.9550 1.7260 2.1362 -0.77 -0.11 0.15
F 3.2293 2.8813 0.8577 0.03 0.39 -0.36
H -0.2064 1.8316 -2.3240 0.17 -0.01 0.19
H 0.3643 1.3349 -3.9371 0.21 0.00 -0.07
H -1.2538 1.9775 -3.7253 -0.13 0.13 -0.08
H -1.8246 0.0082 -2.3018 -0.03 -0.01 0.32
H -1.7426 -1.3673 -4.2601 -0.05 -0.10 0.03
H 0.0260 -1.8558 -3.2715 0.07 -0.18 -0.10
H 1.0241 -0.5574 -2.6823 0.21 0.04 -0.06
H 2.6662 -1.5131 -1.2325 0.41 0.04 0.46
H 0.5308 -3.5575 0.6172 -0.02 -0.04 0.27
H 1.8927 -3.7019 -0.2443 0.22 -0.17 0.18
H 1.8480 0.9536 -1.2913 0.01 0.33 -0.03
H 0.3418 -1.3201 2.7967 0.04 -0.11 0.16
H -0.0440 0.2222 2.0886 -0.16 0.14 -0.01
H -2.0093 0.4809 3.3525 0.02 0.15 0.24
H -3.8555 2.1276 3.0626 -0.13 0.21 0.12
H -5.1938 2.0983 0.9646 -0.12 0.09 -0.01
H -4.6828 0.4142 -0.7923 -0.17 0.09 -0.13
H -2.8192 -1.1972 -0.4377 0.04 -0.13 -0.21



32
Properties=species:S:1:pos:R:3:forces:R:3 method="wB97M-V/def2-TZVPD" spin_multiplicity=1 total_charge=+1 smiles=CC1(C)[NH2+]C[C@@H]2C[C@@]21c1ccccc1 fmax_ev_per_a=4.1
C 1.1848 -0.9900 1.3965 -0.59 0.71 -0.07
C 0.0547 -1.3209 0.3251 2.93 -1.07 2.16
C 0.6770 -2.2779 -0.7304 -0.87 0.31 1.23
N -0.9774 -2.0272 1.4875 -0.22 -1.42 -3.32
C -1.6175 -0.8493 2.0675 -1.30 1.42 0.41
C -1.6225 0.1753 0.9095 -1.38 -0.32 1.85
C -2.1236 -0.3662 -0.3964 1.89 -3.42 -0.01
C -0.6026 -0.0643 -0.1822 -2.31 -0.28 0.79
C 0.1833 1.0406 -0.8447 0.06 -0.39 4.09
C 0.5999 2.0653 0.0500 -1.69 -0.91 0.62
C 1.2862 3.1514 -0.4524 -0.10 -0.30 2.32
C 1.5829 3.1461 -1.7672 1.31 0.85 -2.84
C 1.0850 2.1862 -2.6396 1.51 0.08 -2.33
C 0.5601 1.0366 -2.1374 -0.75 1.28 -0.12
H 0.8277 -0.2806 2.2112 0.30 -1.27 -0.85
H 2.0312 -0.4585 0.9978 0.24 0.18 -0.69
H 1.6022 -1.9414 1.7582 -0.27 0.35 0.29
H -0.0762 -2.8419 -1.2817 0.01 0.38 -0.41
H 1.3101 -3.0402 -0.2472 0.05 0.54 -0.26
H 1.2518 -1.5555 -1.3418 -0.15 -0.85 -0.01
H -0.3777 -2.6464 2.0846 -0.99 0.75 -0.57
H -1.7340 -2.5948 0.9338 1.90 1.03 1.60
H -1.1526 -0.4357 2.9808 0.27 -0.62 -0.60
H -2.6818 -1.0372 2.3636 0.92 -0.24 -0.34
H -2.0294 1.1031 1.3797 0.57 -0.30 -1.40
H -2.2643 -1.5615 -0.6151 -0.20 3.15 0.78
H -2.7702 0.2375 -0.9416 -0.67 0.99 -1.18
H 0.2749 1.9551 1.1470 0.67 0.50 -1.85
H 1.5837 3.9281 0.2488 0.28 -0.06 -0.38
H 2.3619 3.7904 -2.2027 -0.91 0.44 0.35
H 1.2135 2.2150 -3.7851 0.25 0.29 2.09
H 0.3588 0.2588 -2.7761 -0.77 -1.80 -1.37



38
Properties=species:S:1:pos:R:3:forces:R:3 method="wB97M-V/def2-TZVPD" spin_multiplicity=1 total_charge=+2 fmax_ev_per_a=2.1
C -3.5434 -5.8752 -2.8094 -0.11 0.03 -0.24
O -3.3350 -4.8399 -1.8181 0.39 -0.41 -0.29
S -2.1495 -3.8411 -2.1825 -0.16 -0.61 -0.72
O -2.0923 -3.0405 -1.0067 0.24 1.50 1.44
O -0.8107 -4.8227 -1.9981 -0.35 -0.27 -0.25
S 0.1506 -4.8859 -3.3698 0.35 0.12 -0.04
H -3.4112 -6.8441 -2.3516 -0.01 -0.11 0.23
H -4.5355 -5.7644 -3.2218 -0.28 -0.02 0.10
H -2.8439 -5.7838 -3.6345 0.19 0.07 -0.11
H -0.4744 -5.8648 -4.0376 -0.09 -0.16 0.05
C 1.3226 6.6565 -0.2222 -0.02 -0.08 -0.03
N 1.1375 5.2242 0.1244 0.00 0.17 0.05
C 1.1761 4.3092 -0.8570 0.01 -0.02 -0.05
C 1.0406 2.9714 -0.5792 -0.05 -0.16 -0.05
C 0.8675 2.5537 0.7378 0.06 0.12 -0.01
C 0.8152 3.5250 1.7322 0.03 -0.13 0.08
C 0.9511 4.8528 1.3989 0.00 0.00 0.01
C 0.7571 1.1124 1.0818 -0.05 -0.14 0.06
C 1.6444 0.5305 1.9834 0.02 0.16 0.03
C 1.5047 -0.7961 2.3167 0.01 0.01 0.02
N 0.5185 -1.5341 1.7869 0.07 -0.13 0.08
C -0.3387 -1.0048 0.9035 -0.18 -0.09 -0.06
C -0.2392 0.3145 0.5300 0.02 0.18 -0.10
C 0.3411 -2.9566 2.1754 0.03 0.03 -0.05
H 0.5680 6.9392 -0.9506 0.00 0.02 -0.02
H 2.3195 6.7850 -0.6349 0.01 0.03 -0.02
H 1.2140 7.2568 0.6737 -0.01 0.00 0.03
H 1.3253 4.6776 -1.8619 0.01 0.05 0.00
H 1.0896 2.2625 -1.3937 0.01 -0.01 -0.01
H 0.6618 3.2611 2.7690 0.00 0.01 0.02
H 0.9171 5.6362 2.1413 0.01 0.05 -0.02
H 2.4511 1.0970 2.4265 0.01 0.00 0.02
H 2.1702 -1.2858 3.0115 -0.02 -0.06 0.01
H -1.1022 -1.6648 0.5127 -0.07 -0.11 -0.13
H -0.9578 0.7095 -0.1743 -0.02 -0.01 -0.01
H 0.3764 -3.5680 1.2776 -0.05 -0.01 -0.01
H -0.6225 -3.0603 2.6662 -0.02 -0.03 -0.01
H 1.1363 -3.2423 2.8544 0.03 0.02 0.01



Number 1: electronic energy -44014.892 eV, lowest unoccupied orbital energy -0.2303 Ha, Kohn-Sham gap 7.98 eV. Number 2: electronic energy -60626.008 eV, lowest unoccupied orbital energy 0.0136 Ha, Kohn-Sham gap 9.30 eV. Number 3: electronic energy -32380.526 eV, lowest unoccupied orbital energy -0.1749 Ha, Kohn-Sham gap 8.18 eV. Number 4: electronic energy -44028.177 eV, lowest unoccupied orbital energy 0.1048 Ha, Kohn-Sham gap 7.78 eV. Number 5: electronic energy -15254.150 eV, lowest unoccupied orbital energy -0.1072 Ha, Kohn-Sham gap 9.24 eV. Number 6: electronic energy -44549.768 eV, lowest unoccupied orbital energy -0.2768 Ha, Kohn-Sham gap 6.27 eV.